C6H19N2O | wB97M-V/def2-TZVPD

Element x y z (Å)
N (0.859304, -0.703226, -2.155984)
C (-0.058207, 0.449826, -1.691071)
C (-0.088516, 1.705328, -2.518760)
C (0.204051, 0.786682, -0.168207)
N (1.317714, 0.026716, 0.423782)
C (0.780459, -0.048331, 2.835360)
C (0.965825, -0.943682, 1.554689)
C (-0.178157, -1.935282, 1.165942)
H (1.845786, -0.405591, -2.161439)
H (0.924494, -1.385868, -1.386355)
H (0.625319, -1.271068, -3.085040)
H (-1.132510, 0.040996, -1.862686)
H (-1.083737, 1.978145, -2.465828)
H (0.580197, 2.438323, -2.003934)
H (0.212313, 1.539943, -3.595569)
H (-0.715946, 0.589994, 0.417073)
H (0.310905, 1.829522, 0.150129)
H (2.019940, 0.644352, 0.727104)
H (1.375861, -0.558255, 3.586583)
H (-0.330659, -0.034555, 2.913942)
H (1.149026, 1.053075, 2.827461)
H (1.822017, -1.725647, 1.721828)
H (-0.717315, -2.218177, 2.045890)
H (-0.872571, -1.436206, 0.389992)
H (0.250690, -2.798029, 0.692613)
H (-3.228332, 1.510873, 0.702124)
H (-3.721485, 0.175673, 1.063600)
O (-3.038231, 0.585103, 0.547526)

Cartesian forces, eV/Å:
N 0.3068 -0.9466 -1.0396
C -2.3929 -0.9518 0.1634
C 3.4835 -0.3980 -0.7739
C -0.5182 -1.1630 1.6461
N -1.1382 -2.3320 -1.0321
C -0.5670 0.0508 -0.9387
C 1.8196 0.1878 -0.4455
C -0.2110 2.6034 -1.4442
H -0.3063 0.2064 -0.4429
H -0.4193 0.1252 0.0396
H 0.3438 1.9977 2.3748
H 1.9298 0.0116 0.8385
H -1.8551 1.2383 -0.1591
H -0.5894 -0.2172 -0.9744
H -0.3779 0.3410 1.1234
H 0.2061 -0.4045 -0.6501
H 0.3797 0.2637 -1.3376
H 0.9143 0.6046 0.4685
H -0.7935 0.1271 0.7761
H 0.8118 0.1650 1.1025
H -0.4676 -1.9699 -0.5734
H -0.8562 2.0891 -0.3637
H -0.4898 -0.2497 0.3418
H 0.6211 -0.8471 1.4396
H 0.1595 -0.5439 -0.1181
H 0.1199 0.4603 -0.1293
H -0.5143 -0.7180 0.3467
O 0.4009 0.2698 -0.2382

Its highest occupied orbital energy is -12.49 eV. The charge is +1. The calculation puts the lowest unoccupied orbital energy at -0.1159 Eh. The frontier orbital gap is 9.339 eV. The energy above the lowest of the compared OMol25 structures with the same formula, charge and spin comes out at 53.0 kcal per mole.

***

C6H19NO2S | wB97M-V/def2-TZVPD

Element x y z (Å)
C (-2.190632, -0.817048, 0.314612)
C (-2.952542, 0.476985, 0.481551)
S (-2.951030, 1.083719, 2.166145)
N (-0.752969, -0.468573, 0.330096)
C (0.071362, -1.007155, -0.738999)
C (1.330671, -0.201493, -1.101864)
C (1.373034, 0.019111, -2.666574)
C (2.635850, -0.946988, -0.791628)
H (-2.396662, -1.497862, 1.144181)
H (-2.425255, -1.276338, -0.647853)
H (-3.997793, 0.588863, 0.140723)
H (-2.531785, 1.176278, -0.247607)
H (-2.261052, 2.225607, 2.030369)
H (-0.368036, -0.711113, 1.243556)
H (-0.563580, -0.945585, -1.634064)
H (0.199899, -2.101331, -0.621483)
H (1.279157, 0.799686, -0.680520)
H (0.828391, -0.766227, -3.187503)
H (2.390568, 0.117138, -3.035063)
H (0.911134, 0.992674, -2.857122)
H (3.496620, -0.625887, -1.382393)
H (2.866826, -0.954165, 0.271948)
H (2.501363, -1.976637, -1.148122)
H (0.283519, 1.366102, 1.147434)
H (0.297987, 2.326663, -0.055292)
O (0.717945, 2.178240, 0.805821)
H (0.325121, 0.924022, 3.438051)
H (0.732872, -0.424584, 3.694498)
O (1.149015, 0.445898, 3.587101)

Cartesian forces, eV/Å:
C 0.7496 0.1616 0.0915
C -1.0184 1.1833 -1.3611
S 0.0619 0.1202 0.6917
N 0.1707 0.1056 0.5403
C -1.1884 -0.1417 -0.6662
C 0.9771 -0.5225 -1.7074
C -0.5088 0.6496 0.9860
C -0.3349 -0.4987 0.1928
H -0.2422 -0.1628 -0.2357
H -0.1337 -0.1276 0.0658
H 0.0968 -1.2350 0.2750
H 0.5493 0.2145 0.5246
H 0.1867 0.0729 -0.1452
H 0.0025 -0.0460 -0.0636
H -0.0685 0.0287 0.1245
H 0.6741 0.2994 0.0131
H 0.2723 -0.5166 0.3544
H 0.1412 -0.0095 -0.2083
H 0.0856 -0.2359 -0.0564
H -0.3056 -0.2016 -0.3451
H -0.0502 0.5645 0.3308
H 0.1349 -0.0976 0.0365
H -0.0482 -0.0760 0.3423
H 0.1889 0.5306 -0.3565
H -0.0771 -0.0628 0.4415
O -0.2820 0.0517 0.1016
H -0.1511 0.7823 -0.0017
H 0.3867 -0.5109 0.1724
O -0.2693 -0.3200 -0.1376

Its highest occupied orbital energy (spin up / spin down) is 0.76 / -5.86 eV. The charge is -1. The calculation puts the lowest unoccupied orbital energy (spin up / spin down) at 0.1137 / 0.1107 Eh. Its spin multiplicity is 2. The frontier orbital gap (spin up / spin down) is 2.330 / 8.870 eV.

***

C6H19NO4 | wB97M-V/def2-TZVPD

Element x y z (Å)
C (-0.406314, -0.598675, 1.799452)
C (0.268626, -1.937105, 1.282837)
N (-0.634120, -2.254385, -1.615625)
C (0.734534, -1.905519, -1.233695)
C (1.063702, -1.583658, 0.067336)
C (1.414148, -1.402911, -3.603022)
C (1.640959, -1.451817, -2.298567)
H (-1.314239, -0.642485, 2.478974)
H (0.521471, -0.198440, 2.209110)
H (-0.917844, -0.089845, 0.946264)
H (-0.521243, -2.689507, 0.894500)
H (0.812392, -2.400472, 2.158697)
H (-1.183452, -2.796263, -0.914805)
H (-0.692257, -2.833528, -2.426292)
H (1.984928, -1.087328, 0.230098)
H (2.080518, -0.940805, -4.414910)
H (0.655352, -1.848967, -4.147164)
H (2.380217, -0.721558, -1.999713)
H (0.587811, 2.782377, -0.250775)
H (1.653825, 3.837144, 0.208988)
O (0.712064, 3.395939, 0.485559)
H (0.190044, 0.566093, -1.301424)
H (-0.435229, 1.724977, -2.148408)
O (0.170815, 1.537202, -1.360174)
H (0.714184, 3.310848, 3.085662)
H (-0.200272, 2.578939, 2.133376)
O (0.121212, 2.485932, 3.008428)
H (-3.233386, 1.778064, 2.279582)
H (-3.433006, 0.342781, 2.094626)
O (-3.942204, 1.129275, 2.129555)

Cartesian forces, eV/Å:
C -0.9129 -1.1762 -0.6482
C -2.7829 -0.8788 -0.2680
N 0.7359 -0.6960 1.3253
C -1.2827 0.9225 1.5399
C -0.4789 -1.5901 -1.2960
C 1.9832 0.6467 -1.7639
C -0.5891 1.4804 -0.3499
H 1.6847 -0.5739 0.0841
H -0.9563 1.4845 0.2504
H 1.2807 0.1295 0.2960
H 1.1122 0.9266 1.1282
H -0.2753 0.3914 -1.2920
H 0.9263 0.9144 -0.3581
H 0.3357 -0.1400 -0.8458
H 0.9522 0.3204 -0.0388
H -0.4699 -0.2803 1.9611
H -1.9017 -1.2431 -0.3422
H 0.6276 -0.5613 0.5777
H -0.2535 -0.3838 -0.1257
H -3.5535 -1.5463 1.2245
O 3.8561 2.2115 -1.1340
H 0.0501 0.2461 0.0995
H 1.3017 -0.3965 1.6986
O -1.4284 -0.1160 -2.0357
H -1.4248 -2.0395 -0.1731
H -0.2533 0.1441 -1.5230
O 1.6891 1.7873 1.9895
H -0.5333 0.0673 0.0008
H 0.4634 -1.4819 -0.1013
O 0.0977 1.4311 0.1200

Its highest occupied orbital energy is -8.53 eV. The charge is 0. The calculation puts the lowest unoccupied orbital energy at 0.0132 Eh. The frontier orbital gap is 8.887 eV. Its SMILES is C=C/C(N)=C/CC.O.O.O.O. The energy above the lowest of the compared OMol25 structures with the same formula, charge and spin comes out at 82.8 kcal per mole.

***

C6H19NO5 | wB97M-V/def2-TZVPD

Element x y z (Å)
O (-0.201859, -1.571990, 2.472892)
C (0.262825, -0.575659, 1.923145)
N (-0.390462, -0.024422, 0.862460)
C (-0.143928, 1.293467, 0.282808)
C (0.140611, 1.255581, -1.221783)
C (-0.831868, 0.412835, -2.003110)
C (-0.519118, -0.282704, -3.085549)
C (1.550897, 0.043706, 2.367499)
H (-1.301874, -0.428810, 0.663741)
H (0.698473, 1.774131, 0.773280)
H (-0.998700, 1.935559, 0.480155)
H (1.164129, 0.916932, -1.381739)
H (0.094693, 2.274004, -1.609281)
H (-1.851572, 0.396821, -1.632786)
H (-1.259714, -0.853418, -3.637631)
H (0.478458, -0.272633, -3.520048)
H (1.356201, 0.956227, 2.935108)
H (2.071459, -0.646301, 3.023828)
H (2.222284, 0.274103, 1.540267)
H (-2.882651, 3.639621, -1.746845)
H (-3.286998, 2.527783, -0.808379)
O (-2.512518, 3.017677, -1.111175)
H (2.950126, -0.563742, -0.636816)
H (4.447459, -0.294193, -0.567593)
O (3.597911, 0.127510, -0.394964)
H (0.876339, -1.372470, -0.454591)
H (1.271529, -1.782955, -1.874567)
O (1.597228, -1.764694, -0.967205)
H (-2.781939, -2.764971, 0.947403)
H (-1.867533, -1.908701, 1.861380)
O (-2.650847, -1.872682, 1.274808)

Cartesian forces, eV/Å:
O 0.1170 0.0223 0.1126
C -0.3942 -0.1846 -0.0757
N 0.2597 0.3207 -0.2349
C 0.0959 0.1990 -0.1270
C -0.0305 -0.1047 0.0036
C 0.2682 0.0304 0.2184
C -0.1179 -0.1332 -0.3706
C 0.3738 0.0650 0.1330
H 0.1034 -0.1369 0.1083
H 0.0641 -0.1470 0.1033
H -0.1952 -0.0122 -0.0381
H 0.0352 -0.1097 -0.1061
H -0.0596 0.1247 0.1203
H -0.0688 -0.0205 -0.0766
H 0.0100 0.0637 0.1258
H 0.0001 0.0549 0.1684
H -0.0298 0.0338 -0.0911
H -0.1445 -0.1234 0.0680
H -0.0942 0.1116 -0.0554
H 0.1304 0.0490 -0.0203
H 0.1125 0.0032 0.0574
O -0.3430 0.0102 -0.0354
H 0.0654 0.0796 0.0121
H -0.0388 0.1598 0.0813
O 0.0138 -0.2355 -0.1294
H -0.1572 -0.0339 -0.0378
H -0.0801 0.0363 0.1021
O 0.1308 -0.0757 -0.0024
H 0.0332 -0.0623 0.0060
H 0.0495 -0.1902 0.0121
O -0.1093 0.2053 -0.0319

Its highest occupied orbital energy is -9.80 eV. The charge is 0. The calculation puts the lowest unoccupied orbital energy at 0.0161 Eh. The frontier orbital gap is 10.237 eV. Its SMILES is C=CCCNC(C)=O.O.O.O.O. The energy above the lowest of the compared OMol25 structures with the same formula, charge and spin comes out at 2.8 kcal per mole.

***

C6H2 | wB97M-V/def2-TZVPD

Element x y z (Å)
C (-1.675894, 0.093253, -2.421551)
C (-1.716280, 0.298620, -1.153640)
C (1.235260, -0.750395, -0.797439)
C (-0.940495, 0.269249, -0.084611)
C (1.301958, -0.305014, 0.449174)
C (-0.005565, 0.234313, 0.830273)
H (2.002686, -0.161322, 1.176820)
H (-0.201670, 0.321294, 2.000974)

Cartesian forces, eV/Å:
C -0.2706 0.1137 0.4205
C 1.2419 -0.0396 1.2503
C 0.9241 -0.0335 1.3292
C -1.2628 0.4664 -1.3355
C -1.4824 -0.1639 -2.7839
C -1.6284 -0.2989 2.6450
H 2.3275 -0.0632 1.3154
H 0.1507 0.0191 -2.8410

Its highest occupied orbital energy is -9.22 eV. The charge is 0. The calculation puts the lowest unoccupied orbital energy at -0.0568 Eh. The frontier orbital gap is 7.671 eV. The energy above the lowest of the compared OMol25 structures with the same formula, charge and spin comes out at 116.4 kcal per mole.

***

C6H20BNNbO5 | wB97M-V/def2-TZVPD

Element x y z (Å)
C (3.214278, -1.135094, 2.926876)
O (4.051901, -1.275033, 1.799619)
C (3.395478, -1.349615, 0.535033)
C (3.129495, -0.000466, -0.109248)
C (1.880723, 0.719687, 0.423979)
Nb (0.064474, 0.310364, -0.800171)
B (-1.355997, -0.339180, 1.038972)
O (-1.720334, 0.679965, 1.919363)
O (-1.939295, -1.546974, 1.350085)
C (-1.554666, -2.744858, 0.709095)
H (3.459208, -1.925091, 3.643520)
H (3.366612, -0.163426, 3.405712)
H (2.156750, -1.218466, 2.662298)
H (2.457564, -1.907653, 0.629011)
H (4.065697, -1.934801, -0.098324)
H (3.046204, -0.178788, -1.188846)
H (4.029336, 0.614062, 0.029087)
H (1.807464, 0.572812, 1.501269)
H (1.948219, 1.802440, 0.228177)
H (-0.671319, 2.056936, -0.860375)
H (0.274186, 0.468541, -2.654496)
H (0.815521, -1.396446, -0.994624)
H (-1.394774, -0.673231, -1.190316)
H (-2.612198, 0.555964, 2.253947)
H (-0.470705, -2.876083, 0.715857)
H (-2.021993, -3.573182, 1.244607)
H (-1.877242, -2.743079, -0.334693)
C (-4.461448, 3.100437, -2.523377)
N (-3.273208, 2.271989, -2.883427)
O (-3.322442, 1.089098, -2.635635)
O (-2.348850, 2.864435, -3.397379)
H (-5.202664, 2.450131, -2.074647)
H (-4.116706, 3.863322, -1.831659)
H (-4.819268, 3.561281, -3.439289)

Cartesian forces, eV/Å:
C -0.0385 -0.0632 -0.0672
O 0.0064 0.0466 0.0454
C -0.0487 -0.0825 -0.0103
C 0.0798 0.1837 -0.0952
C -0.1487 -0.9402 0.2102
Nb 0.1328 0.7673 0.5999
B 0.4129 0.1035 -0.4162
O -0.0309 0.3818 -0.5213
O 0.0020 -0.1243 0.2403
C -0.0495 -0.0086 -0.2192
H -0.0121 0.0345 0.0584
H -0.0012 0.0085 -0.0101
H 0.0275 -0.0532 0.0156
H -0.0032 0.0332 -0.0244
H 0.0327 0.0131 0.0060
H 0.0082 0.0591 0.0053
H 0.0391 -0.0581 -0.0176
H 0.0068 0.2682 0.0209
H -0.1381 0.0319 -0.0185
H 0.0040 0.0496 -0.2792
H -0.4590 -0.3812 0.3498
H -0.1255 0.1027 -0.2488
H 0.4585 -0.1375 0.0656
H -0.1232 -0.2718 0.3575
H -0.0187 0.0486 0.0076
H -0.0275 0.0052 -0.0058
H 0.0144 -0.0355 0.0206
C 0.0671 -0.0394 0.0909
N 0.0173 0.0899 0.0859
O -0.0136 0.0061 -0.1325
O -0.0698 -0.0592 -0.1240
H -0.0039 0.0119 0.0040
H 0.0004 0.0003 0.0022
H 0.0022 0.0089 0.0041

Its highest occupied orbital energy is -3.93 eV. The charge is -1. The calculation puts the lowest unoccupied orbital energy at 0.1091 Eh. The frontier orbital gap is 6.895 eV.

***

Among the records above, which one has the highest charge? C6H19N2O

***

Number 6 is which compound? C6H20BNNbO5

***

What did the sixth record say?
C6H20BNNbO5 | wB97M-V/def2-TZVPD

Element x y z (Å)
C (3.214278, -1.135094, 2.926876)
O (4.051901, -1.275033, 1.799619)
C (3.395478, -1.349615, 0.535033)
C (3.129495, -0.000466, -0.109248)
C (1.880723, 0.719687, 0.423979)
Nb (0.064474, 0.310364, -0.800171)
B (-1.355997, -0.339180, 1.038972)
O (-1.720334, 0.679965, 1.919363)
O (-1.939295, -1.546974, 1.350085)
C (-1.554666, -2.744858, 0.709095)
H (3.459208, -1.925091, 3.643520)
H (3.366612, -0.163426, 3.405712)
H (2.156750, -1.218466, 2.662298)
H (2.457564, -1.907653, 0.629011)
H (4.065697, -1.934801, -0.098324)
H (3.046204, -0.178788, -1.188846)
H (4.029336, 0.614062, 0.029087)
H (1.807464, 0.572812, 1.501269)
H (1.948219, 1.802440, 0.228177)
H (-0.671319, 2.056936, -0.860375)
H (0.274186, 0.468541, -2.654496)
H (0.815521, -1.396446, -0.994624)
H (-1.394774, -0.673231, -1.190316)
H (-2.612198, 0.555964, 2.253947)
H (-0.470705, -2.876083, 0.715857)
H (-2.021993, -3.573182, 1.244607)
H (-1.877242, -2.743079, -0.334693)
C (-4.461448, 3.100437, -2.523377)
N (-3.273208, 2.271989, -2.883427)
O (-3.322442, 1.089098, -2.635635)
O (-2.348850, 2.864435, -3.397379)
H (-5.202664, 2.450131, -2.074647)
H (-4.116706, 3.863322, -1.831659)
H (-4.819268, 3.561281, -3.439289)

Cartesian forces, eV/Å:
C -0.0385 -0.0632 -0.0672
O 0.0064 0.0466 0.0454
C -0.0487 -0.0825 -0.0103
C 0.0798 0.1837 -0.0952
C -0.1487 -0.9402 0.2102
Nb 0.1328 0.7673 0.5999
B 0.4129 0.1035 -0.4162
O -0.0309 0.3818 -0.5213
O 0.0020 -0.1243 0.2403
C -0.0495 -0.0086 -0.2192
H -0.0121 0.0345 0.0584
H -0.0012 0.0085 -0.0101
H 0.0275 -0.0532 0.0156
H -0.0032 0.0332 -0.0244
H 0.0327 0.0131 0.0060
H 0.0082 0.0591 0.0053
H 0.0391 -0.0581 -0.0176
H 0.0068 0.2682 0.0209
H -0.1381 0.0319 -0.0185
H 0.0040 0.0496 -0.2792
H -0.4590 -0.3812 0.3498
H -0.1255 0.1027 -0.2488
H 0.4585 -0.1375 0.0656
H -0.1232 -0.2718 0.3575
H -0.0187 0.0486 0.0076
H -0.0275 0.0052 -0.0058
H 0.0144 -0.0355 0.0206
C 0.0671 -0.0394 0.0909
N 0.0173 0.0899 0.0859
O -0.0136 0.0061 -0.1325
O -0.0698 -0.0592 -0.1240
H -0.0039 0.0119 0.0040
H 0.0004 0.0003 0.0022
H 0.0022 0.0089 0.0041

Its highest occupied orbital energy is -3.93 eV. The charge is -1. The calculation puts the lowest unoccupied orbital energy at 0.1091 Eh. The frontier orbital gap is 6.895 eV.

***

Which value of charge does entry 5 give? 0